# 1
CH3BrN2 | the ωB97M-V functional and the def2-TZVPD basis

## Properties
**Molecular weight**: 123.0 Da
**Net charge**: 0
**2S+1**: 1
**Frontier orbital gap**: 0.3512 Eh
**Calculated total energy**: -74105.9620 eV
**LUMO level**: 0.711 eV
**E_HOMO**: -0.3251 Ha

```
7
CH3BrN2, DFT the ωB97M-V functional and the def2-TZVPD basis
C 0.118 -0.441 0.436
N -0.240 0.319 -0.487
N -0.460 0.933 -1.406
Br 1.572 -0.645 -4.086
H 0.383 -1.449 0.145
H -0.176 -0.170 1.384
H 0.343 -0.685 -3.622
```

Formally, the Mulliken partial charges of the atoms, in units of the elementary charge, are as follows: -0.36, 0.50, -0.59, -0.17, 0.21, 0.25, 0.16


# 2
C36H29ClN5O8PSSn | the ωB97M-V functional and the def2-TZVPD basis

## Properties
**Molecular weight**: 876.9 Da
**Net charge**: -2
**2S+1**: 1
**Frontier orbital gap**: 0.2041 Eh
**Calculated total energy**: -100113.0081 eV
**LUMO level**: 3.512 eV
**E_HOMO**: -0.0751 Ha

```
82
C36H29ClN5O8PSSn, DFT the ωB97M-V functional and the def2-TZVPD basis
Sn -1.075 -0.918 -0.783
C -3.534 -5.289 -1.060
C -2.833 -3.990 -1.315
N -2.646 -3.091 -0.419
N -2.981 -3.338 0.861
C -3.299 -2.231 1.520
N -3.237 -2.350 2.896
S -3.865 -0.768 0.816
C -2.347 -3.650 -2.665
C -2.564 -4.494 -3.758
C -2.128 -4.101 -5.012
C -1.479 -2.887 -5.160
C -1.285 -2.116 -4.023
N -1.699 -2.488 -2.819
H -3.760 -5.355 0.001
H -2.919 -6.148 -1.346
H -4.471 -5.345 -1.624
H -2.390 -2.826 3.183
H -3.331 -1.447 3.334
H -3.074 -5.439 -3.621
H -2.305 -4.740 -5.871
H -1.142 -2.536 -6.125
H -0.789 -1.153 -4.071
Cl 6.500 -2.884 -1.171
C 4.743 -2.757 -1.127
C 3.999 -3.707 -0.396
C 2.638 -3.640 -0.356
C 1.893 -2.608 -1.037
O 0.630 -2.612 -0.973
C 2.696 -1.648 -1.764
C 2.145 -0.549 -2.521
O 0.974 -0.211 -2.640
C 4.101 -1.758 -1.791
H 4.527 -4.489 0.138
H 2.058 -4.352 0.218
H 2.905 0.051 -3.062
H 4.672 -1.031 -2.361
O -2.438 1.937 -4.252
C -2.150 1.597 -3.096
O -2.157 0.424 -2.610
C -1.769 2.723 -2.110
P -0.448 2.194 -0.946
C -0.855 3.210 0.534
C -0.200 4.357 0.971
C -0.618 5.023 2.122
C -1.701 4.550 2.847
C -2.360 3.398 2.423
C -1.936 2.731 1.286
C 1.048 2.945 -1.660
C 1.155 3.078 -3.048
C 2.359 3.453 -3.630
C 3.477 3.699 -2.842
C 3.388 3.544 -1.464
C 2.189 3.156 -0.882
H -2.659 2.915 -1.507
H -1.508 3.635 -2.645
H 0.642 4.747 0.413
H -0.094 5.915 2.449
H -2.023 5.066 3.745
H -3.186 2.993 2.995
H -2.430 1.807 1.002
H 0.297 2.869 -3.679
H 2.425 3.542 -4.709
H 4.416 3.988 -3.300
H 4.258 3.713 -0.841
H 2.146 2.983 0.188
O -0.007 -1.905 2.637
C 0.088 -0.674 2.521
O -0.147 0.059 1.521
C 0.551 0.100 3.766
C 1.008 -0.588 4.887
C 1.430 0.098 6.014
C 1.378 1.483 6.002
C 0.927 2.193 4.903
C 0.518 1.490 3.781
N 1.814 2.224 7.203
O 2.186 1.583 8.171
O 1.781 3.441 7.172
H 1.018 -1.669 4.844
H 1.794 -0.414 6.892
H 0.903 3.273 4.934
H 0.164 2.007 2.900
```

These are the Mulliken partial charges, in e, on atoms 1 to 8: 2.23, -1.76, 0.27, 1.29, -1.35, 0.26, -0.61, -0.40


# 3
C5H6S | the ωB97M-V functional and the def2-TZVPD basis

## Properties
**Molecular weight**: 98.2 Da
**Net charge**: 0
**2S+1**: 1
**Structure (SMILES)**: C#CC(=C)SC
**Frontier orbital gap**: 0.3361 Eh
**Calculated total energy**: -16114.6118 eV
**LUMO level**: 0.873 eV
**E_HOMO**: -0.3040 Ha

```
12
C5H6S, DFT the ωB97M-V functional and the def2-TZVPD basis
C 1.527 1.994 0.123
C 0.494 1.452 -0.182
C -0.621 0.497 -0.233
C -1.877 0.947 -0.456
S -0.447 -1.265 0.028
C 1.271 -1.522 0.495
H 2.478 2.465 0.326
H -2.147 2.013 -0.666
H -2.756 0.306 -0.347
H 1.401 -2.576 0.621
H 1.478 -1.045 1.442
H 1.935 -1.129 -0.302
```

These are the Mulliken partial charges, in e, on atoms 1 to 8: -0.11, -0.37, 0.52, -0.96, -0.04, -0.87, 0.38, 0.27


# 4
C4H11N2O | the ωB97M-V functional and the def2-TZVPD basis

## Properties
**Molecular weight**: 103.1 Da
**Net charge**: +1
**2S+1**: 1
**Structure (SMILES)**: CC[NH2+]CC(N)=O
**Frontier orbital gap**: 0.4137 Eh
**Calculated total energy**: -9347.1478 eV
**LUMO level**: -3.426 eV
**E_HOMO**: -0.5396 Ha

```
18
C4H11N2O, DFT the ωB97M-V functional and the def2-TZVPD basis
C -1.914 1.411 -0.513
C -1.670 0.264 0.266
N -0.579 -0.720 -0.297
C 0.769 -0.211 -0.357
C 1.658 -0.987 0.552
N 2.908 -0.463 0.946
O 1.272 -2.164 0.801
H -1.043 2.159 -0.383
H -2.935 1.941 -0.236
H -1.907 1.155 -1.601
H -1.345 0.578 1.297
H -2.553 -0.356 0.375
H -0.497 -1.625 0.209
H -0.840 -0.949 -1.308
H 0.741 0.863 -0.216
H 1.235 -0.379 -1.423
H 3.046 0.572 0.813
H 3.655 -1.088 1.077
```

These are the Mulliken partial charges, in e, on atoms 1 to 8: -0.91, -0.41, -0.17, -0.61, 0.63, -0.39, -0.60, 0.29


> What is the LUMO level in the third record?

0.873 eV